(1)
ORCA calculation (ωB97M-V/def2-TZVPD) on C19H28N2O3S2 in the gas phase.

```
54
Properties=species:S:1:pos:R:3:forces:R:3
S 0.34488 -0.32208 0.02892 -0.01 0.02 0.06
S -0.65417 0.43982 -3.56660 -0.02 0.00 -0.01
O 4.65100 -0.46948 3.08174 -0.04 -0.01 0.02
O 4.97055 -3.30874 1.17027 -0.02 -0.01 -0.01
O 2.77241 1.47129 -1.73094 0.03 0.04 -0.01
N 3.43209 -0.92237 1.25300 0.05 0.00 -0.03
N 2.44816 -0.55554 -2.68118 -0.10 0.00 -0.02
C 1.47613 -0.58343 -4.87012 -0.01 -0.02 0.00
C 6.80588 -2.96125 2.60963 0.02 -0.02 -0.01
C 1.76341 -1.83764 -2.76093 0.07 0.00 -0.01
C -0.04284 1.43340 -0.09028 0.00 -0.01 -0.01
C 2.67180 -0.07799 -4.03561 -0.01 -0.03 0.05
C 2.46602 0.29537 -1.62455 0.02 -0.04 0.01
C 4.20903 -1.28446 2.28821 -0.05 0.02 0.06
C 4.46354 -2.79480 2.40027 0.02 -0.03 0.00
C 2.13097 -0.27377 -0.25245 0.07 0.02 -0.03
C 8.10642 -3.55222 3.05724 0.00 0.03 0.00
C 0.40078 0.50927 -5.02828 0.03 0.00 -0.02
C 1.93408 -1.06580 -6.24254 0.01 0.01 0.00
C 2.78751 -1.62417 0.15211 -0.09 -0.03 0.05
C 5.53405 -3.11018 3.43132 0.02 0.05 -0.05
C 2.93599 0.39909 0.89350 -0.03 0.01 0.00
C 6.36507 -2.99936 1.14933 0.01 -0.01 0.01
C 7.91588 -2.05618 3.03819 0.00 -0.04 0.00
C -0.58990 -1.36525 -3.65834 0.00 0.00 0.01
C 0.85865 -1.72926 -4.00074 0.01 -0.01 -0.01
H 0.87457 -2.67461 -4.54684 -0.02 0.00 0.00
H 2.49741 -2.63900 -2.89645 -0.01 0.00 0.01
H 2.77507 1.00391 -4.02561 0.01 0.01 0.00
H -0.20215 0.31760 -5.91908 -0.01 0.00 0.01
H 5.41245 -4.13416 3.78717 -0.01 0.00 0.00
H 6.86141 -3.77248 0.56265 0.00 0.00 0.00
H 3.60010 -0.51758 -4.41639 0.01 0.05 -0.02
H 3.51256 -3.29800 2.58749 -0.01 0.01 0.01
H 2.37232 -0.24658 -6.81744 0.00 0.00 0.00
H 8.75129 -3.98834 2.30511 0.00 -0.01 0.00
H 6.52450 -2.02707 0.66638 0.00 0.00 0.00
H 5.49708 -2.41750 4.26923 0.00 -0.02 0.02
H 7.80519 -1.53901 3.98104 0.00 0.01 0.00
H 3.70506 1.09080 0.55347 0.00 -0.01 -0.02
H 1.09518 -1.46520 -6.81516 0.00 0.00 0.00
H 8.12844 -4.04915 4.01839 0.00 -0.01 0.00
H 3.48528 -2.03617 -0.57520 0.01 0.02 -0.03
H 1.19114 -2.03969 -1.86013 0.01 -0.02 0.00
H -1.10488 1.52546 0.13109 0.00 0.01 0.00
H -0.91746 -1.78566 -2.70846 0.00 -0.01 -0.01
H 0.15338 1.80471 -1.09270 0.01 0.01 0.01
H 2.33400 0.86528 1.67328 0.01 0.00 0.01
H -1.26850 -1.70793 -4.44196 0.00 0.01 0.00
H 2.68780 -1.85002 -6.14925 0.00 0.00 0.00
H 2.08385 -2.40248 0.46026 0.02 -0.01 -0.01
H 0.83563 1.50368 -5.11815 0.00 0.00 -0.02
H 8.42970 -1.49506 2.26797 0.00 0.01 0.00
H 0.52630 2.00342 0.64227 0.00 0.00 0.00
```
Positions in Å, forces in eV/Å.

Values from the calculation:
HOMO-LUMO gap ... 0.3336 Ha
ΔE to the lowest compared entry with this formula, charge and spin ... 25.3 kcal/mol


(2)
ORCA calculation (ωB97M-V/def2-TZVPD) on C19H28N4O3S2 in the gas phase.

```
56
Properties=species:S:1:pos:R:3:forces:R:3
S 2.01844 1.89547 0.54304 0.32 0.15 0.03
S -4.71806 -2.05139 0.16525 -0.42 0.06 0.63
O -4.09197 -3.32178 0.39308 0.25 0.26 0.18
O -5.71899 -1.93540 -0.85565 0.08 0.36 0.08
O 5.05663 0.33396 1.55879 0.20 0.18 0.27
N -0.51684 1.96180 -0.40831 0.18 -0.36 0.09
N -0.00117 0.10560 0.73792 0.33 0.10 0.22
N -5.41603 -1.54357 1.61641 0.34 -0.17 -0.67
N 3.86384 -0.85123 0.06410 0.16 -0.22 -0.26
C -3.82560 0.34807 -0.76140 -0.10 0.14 -0.14
C -2.23223 -1.00450 0.49139 0.22 0.10 -0.03
C 5.07955 -2.96092 -0.18048 -0.15 0.05 -0.12
C 0.72482 6.20579 -0.83728 -0.24 0.02 -0.02
C -0.36175 3.28132 -0.95946 -0.05 0.53 0.21
C 5.06305 -1.46284 -0.47640 0.46 -0.06 0.14
C -1.64900 1.18496 -0.40130 -0.26 -0.69 0.23
C -0.77912 4.35404 0.04988 -0.08 0.11 -0.29
C 2.58510 -2.91349 -0.19191 0.11 0.06 -0.15
C 3.82506 -3.78602 -2.22968 -0.01 -0.04 0.27
C 2.65154 -1.41274 -0.48673 -0.39 -0.20 0.09
C -0.70150 5.76562 -0.52890 0.13 -0.11 0.15
C 3.97963 0.01045 1.09065 -0.26 0.19 0.06
C -2.91064 1.36659 -0.94710 0.03 0.07 0.00
C -3.47586 -0.79980 -0.06074 -0.35 -0.51 -0.06
C -1.30150 0.01140 0.31878 -0.45 0.58 -0.40
C 3.82063 -3.65947 -0.70732 0.00 -0.07 0.06
C 2.70492 0.62350 1.65869 -0.02 0.26 0.00
C 0.41913 1.26444 0.29955 -0.09 -0.55 0.21
H -5.23557 -2.19637 2.36175 0.12 -0.19 0.10
H -1.80367 4.14953 0.37040 0.02 -0.07 0.05
H 1.35611 6.09120 0.04053 0.13 0.00 0.09
H -2.00588 -1.91802 1.01354 0.13 -0.13 0.10
H 1.76561 -0.93362 -0.07625 0.14 0.01 -0.08
H 2.97847 1.13975 2.57920 0.00 -0.16 -0.11
H -1.13532 6.45594 0.19712 -0.08 0.01 -0.07
H 4.69386 -4.35360 -2.55541 0.09 -0.04 -0.09
H -3.16969 2.26030 -1.49285 -0.08 0.09 -0.08
H 3.85311 -2.81583 -2.71719 0.00 0.11 -0.13
H 2.51404 -3.04864 0.88964 -0.07 0.02 0.06
H -6.40301 -1.37397 1.51031 -0.20 0.03 -0.16
H 5.13753 -3.09718 0.90153 0.07 0.01 0.04
H 0.68873 3.40644 -1.23195 -0.12 -0.01 -0.16
H 0.73735 7.25148 -1.13440 0.10 0.08 -0.05
H 1.15286 5.62114 -1.64705 0.13 -0.03 -0.10
H -0.97519 3.35131 -1.86176 0.14 -0.01 -0.02
H 3.79842 -4.67537 -0.29612 0.00 0.07 -0.01
H 2.65857 -1.24326 -1.56946 -0.06 0.05 0.03
H 5.92170 -0.97365 -0.01398 -0.11 -0.06 -0.16
H -0.13131 4.28311 0.92590 -0.02 -0.05 0.08
H -1.30606 5.81962 -1.43712 -0.10 0.06 0.00
H 2.93170 -4.30834 -2.56451 -0.09 -0.04 -0.10
H -4.82297 0.40851 -1.16454 -0.10 0.11 -0.11
H 5.97131 -3.40504 -0.62472 0.07 -0.04 0.02
H 1.67995 -3.32311 -0.64184 -0.08 -0.05 0.01
H 1.90662 -0.09226 1.84205 0.02 -0.02 0.03
H 5.09107 -1.28260 -1.55559 0.01 0.03 0.01
```
Positions in Å, forces in eV/Å.

Values from the calculation:
HOMO-LUMO gap ... 0.3334 Ha
ΔE to the lowest compared entry with this formula, charge and spin ... 3.2 kcal/mol


(3)
ORCA calculation (ωB97M-V/def2-TZVPD) on a molecular structure, C19H28N4PdS2.

```
54
Properties=species:S:1:pos:R:3:forces:R:3
Pd -0.43940 0.87729 0.10631 -0.22 -0.91 -0.44
S 1.89875 1.40907 0.17150 0.83 0.24 -0.23
S -0.62296 -1.73001 -0.73080 0.54 1.26 -0.61
N -0.22026 1.32679 -2.05605 0.06 0.03 -1.73
N -2.43512 0.01970 0.75158 -0.89 -0.89 0.23
N -0.95471 -0.98280 2.35057 2.43 1.96 -1.92
N -0.02519 -0.23029 1.78012 -2.50 -3.13 3.79
C 2.72317 -2.52380 2.79612 -0.17 -0.04 -0.55
C 0.57518 -2.57156 -1.77801 -0.11 -0.96 0.17
C 2.17051 0.25332 2.80261 -0.90 -0.54 0.15
C 1.19012 1.71358 -2.49917 -0.81 -0.38 0.46
C -2.23711 -0.74514 1.86917 -1.64 0.59 -1.29
C -1.71724 2.67033 1.42018 0.32 0.46 0.08
C 3.29389 -0.24343 3.44775 0.57 0.19 -0.26
C 1.87932 2.39082 -1.34351 0.50 -0.16 -0.11
C 1.25442 -0.66160 2.23276 0.80 -0.41 0.86
C -3.32977 -1.36083 2.49884 0.91 0.18 -0.16
C -3.69931 0.25849 0.33754 0.00 0.53 0.92
C -4.62354 -0.90915 2.24594 0.11 0.17 -0.47
C -1.50021 -0.83772 -2.07768 -0.49 -0.52 0.48
C 3.60711 -1.60050 3.39532 -0.28 -0.69 0.07
C -1.69846 2.68372 0.06104 -0.42 1.44 -0.02
C 2.71848 -0.18821 -0.22532 0.21 -0.08 -0.43
C 1.55187 -2.04285 2.18601 0.01 0.35 0.39
C -0.72403 0.15792 -2.90389 0.59 0.75 0.32
C -4.80424 -0.01201 1.17339 0.37 -0.31 0.02
H -0.80179 2.15176 -2.24104 0.09 -0.52 -0.08
H 3.01586 -0.63514 0.74789 -0.09 0.44 -0.99
H 1.99847 -0.86630 -0.74362 0.86 0.71 0.49
H -0.95891 3.18324 2.02232 -0.18 -0.24 -0.35
H 1.46039 -2.02156 -2.13145 -0.57 -0.05 0.11
H 3.99251 0.42839 3.96593 -0.43 -0.22 -0.39
H 1.19563 2.37543 -3.39063 -0.16 -0.51 0.42
H 2.91949 2.57768 -1.59899 0.03 0.37 -0.07
H 0.90662 -3.43518 -1.17138 -0.02 0.35 -0.49
H 1.69357 0.76363 -2.72805 0.02 0.45 -0.08
H -0.04724 -2.93484 -2.60984 0.63 -0.11 0.06
H 0.85606 -2.68854 1.62951 0.37 0.13 0.59
H 0.17846 -0.29498 -3.30434 -0.09 -0.26 -0.14
H 3.63252 0.00538 -0.82087 -0.58 -0.08 0.19
H -2.36854 -0.37155 -1.59268 0.24 -0.35 -0.47
H 2.91557 -3.62303 2.76375 0.06 1.18 0.08
H 1.97437 1.31588 2.73888 -0.08 -0.10 0.45
H -3.84570 0.78166 -0.63638 0.17 -0.42 0.97
H -5.46812 -1.27952 2.84453 0.43 0.26 -0.39
H 4.55649 -1.93230 3.83229 -0.54 0.00 -0.11
H -0.98001 3.26009 -0.53563 -0.34 0.16 0.67
H -2.56517 2.25722 1.98637 0.52 0.07 -0.41
H 1.37764 3.32359 -1.05103 0.31 -0.12 -0.10
H -3.03930 -2.19452 3.11736 -0.47 0.11 0.69
H -5.77103 0.46247 0.97249 0.34 -0.53 -0.12
H -2.58861 2.37900 -0.48770 0.29 -0.02 0.07
H -1.29530 0.52498 -3.77180 -0.01 -0.18 0.42
H -1.79825 -1.71517 -2.63818 -0.56 0.35 -0.74
```
Positions in Å, forces in eV/Å.

Values from the calculation:
HOMO-LUMO gap (spin up / spin down) ... 0.2409 / 0.2522 Ha
Net charge ... +2
Spin multiplicity ... 3


(4)
ORCA calculation (ωB97M-V/def2-TZVPD) on a molecular structure, C19H29AsBN8PdS.

```
60
Properties=species:S:1:pos:R:3:forces:R:3
Pd 0.09509 -0.07212 0.16732 -0.02 -0.62 -0.65
As 1.63311 -0.64192 3.78889 -0.01 -0.04 -0.15
S 0.67543 0.62011 2.34553 -0.05 0.18 0.05
N 0.17784 -4.16392 -3.34426 0.04 -0.42 -0.28
N -0.75540 0.32832 -1.78659 -0.04 0.43 0.21
N -0.30171 -3.01525 -3.63134 -0.17 0.08 -0.42
N -1.05322 -1.89157 -0.09871 0.12 0.05 0.45
N -1.02660 -2.54695 -1.27740 0.05 -0.10 -0.26
N 1.61785 -1.01614 -1.05698 0.11 0.13 0.35
N 1.26022 -1.77870 -2.11062 -0.14 -0.21 -0.20
N -0.82669 -0.56184 -2.80257 0.00 -0.21 -0.19
C 0.03661 -4.96364 -4.49978 0.03 -0.14 -0.06
C -1.83360 -3.62708 -1.19072 -0.02 0.07 -0.01
C 0.67957 -0.48717 5.44009 0.02 -0.04 0.04
C -1.41628 0.05076 -3.85692 0.05 -0.01 0.12
C -1.34857 2.65631 -1.26935 -0.02 -0.07 -0.12
C 3.66042 -0.17110 0.03648 0.01 -0.06 -0.11
C -0.77575 -3.00123 -4.97728 -0.09 0.37 0.11
C 2.94730 -0.95939 -1.01138 -0.06 0.06 0.00
C 3.43345 -0.06009 4.10088 0.01 -0.02 0.05
C 3.47180 -1.70738 -2.07220 0.08 -0.01 -0.01
C 2.37841 -2.20350 -2.73869 -0.04 0.07 -0.01
C -2.37856 -3.66872 0.06931 -0.02 -0.07 0.06
C -1.85316 -2.55450 0.73481 -0.03 0.12 -0.09
C 1.69863 -2.49017 3.28153 0.00 -0.01 0.04
C 0.49589 -6.34960 -4.49159 0.05 -0.03 0.11
C -1.72311 1.34216 -3.51158 -0.03 0.08 -0.01
C -2.11297 -2.06683 2.12157 -0.04 -0.05 -0.08
C -1.28742 1.47965 -2.18858 0.05 -0.08 0.07
C -0.56716 -4.21661 -5.52849 0.16 -0.13 0.37
B -0.23710 -1.95586 -2.47368 0.01 0.44 0.44
H -1.21739 -2.12933 -5.41938 0.01 0.06 0.08
H -0.80682 -4.54909 -6.52471 0.00 0.04 0.03
H 1.22891 -1.02540 6.21172 -0.02 0.00 0.01
H 2.26758 -3.03334 4.03611 0.00 -0.01 -0.02
H -1.80085 3.51150 -1.76533 0.00 -0.01 -0.02
H 2.34115 -2.81667 -3.62310 -0.01 0.02 0.04
H 4.73050 -0.16184 -0.15866 -0.01 -0.01 0.00
H -2.81644 -2.72218 2.62997 0.01 -0.01 -0.01
H -2.53327 -1.06167 2.10246 -0.01 0.02 0.03
H 2.18595 -2.57457 2.31288 0.01 -0.01 -0.03
H -3.06713 -4.40073 0.45790 0.04 0.04 -0.01
H -0.31614 -0.90861 5.32581 -0.02 0.01 -0.02
H 3.49346 -0.60268 1.02279 0.00 -0.01 0.03
H -1.19059 -2.02743 2.70023 -0.04 0.02 0.00
H -2.19757 2.08738 -4.12819 0.02 -0.04 0.03
H 0.68888 -2.88975 3.22456 0.03 -0.01 0.00
H 4.08973 -0.47068 3.33752 0.00 0.01 -0.02
H -1.59649 -0.43454 -4.79377 -0.01 -0.04 -0.05
H 3.30466 0.85802 0.05760 0.00 0.03 0.02
H 3.74204 -0.41756 5.08247 0.03 -0.01 -0.01
H 0.31479 -6.83781 -5.44403 0.01 -0.02 0.01
H 4.50964 -1.85461 -2.32115 -0.05 0.01 0.02
H -0.34802 2.94745 -0.94852 0.03 0.02 0.03
H 3.46706 1.02579 4.07485 -0.02 0.03 0.00
H 0.60491 0.56550 5.70158 0.00 0.03 0.00
H 1.56561 -6.38290 -4.25115 -0.03 0.00 0.00
H -1.98707 -4.29551 -2.02051 0.01 0.03 0.03
H -0.00188 -6.90103 -3.68495 0.02 0.02 -0.02
H -1.94788 2.42657 -0.38791 -0.01 0.00 0.04
```
Positions in Å, forces in eV/Å.

Values from the calculation:
HOMO-LUMO gap (spin up / spin down) ... 0.3290 / 0.1857 Ha
Net charge ... +2
Spin multiplicity ... 4


Number 1: electronic energy -1872.3839 hartree, largest force on an atom 0.00210 Eh/bohr. Number 2: electronic energy -1981.9715 hartree, largest force on an atom 0.01630 Eh/bohr. Number 3: electronic energy -1883.3929 hartree, largest force on an atom 0.10738 Eh/bohr. Number 4: electronic energy -3965.6627 hartree, largest force on an atom 0.01740 Eh/bohr.